{"formula": "C40H38CuFN6O5", "method": "ωB97M-V/def2-TZVPD", "elements": ["Cu", "F", "O", "O", "O", "O", "O", "N", "N", "N", "N", "N", "N", "C", "C", "C", "C", "C", "C", "C", "C", "C", "C", "C", "C", "C", "C", "C", "C", "C", "C", "C", "C", "C", "C", "C", "C", "C", "C", "C", "C", "C", "C", "C", "C", "C", "C", "C", "C", "C", "C", "C", "C", "H", "H", "H", "H", "H", "H", "H", "H", "H", "H", "H", "H", "H", "H", "H", "H", "H", "H", "H", "H", "H", "H", "H", "H", "H", "H", "H", "H", "H", "H", "H", "H", "H", "H", "H", "H", "H", "H"], "positions_angstrom": [[-1.24332, 2.40270, -0.10557], [0.49699, -3.54100, 2.14399], [-3.03705, 1.12571, 1.51475], [-1.08011, 4.26725, 0.33605], [-0.41536, 2.78438, -1.92110], [0.01846, 2.11679, -4.01478], [-1.03101, 0.46622, -0.29104], [-3.20850, 2.77540, -1.05540], [2.37414, -7.52449, -0.11969], [2.07362, -5.07284, 0.32589], [0.43267, 2.78542, 2.23974], [-0.59518, 2.16633, 1.83037], [1.46365, -1.48042, -2.86138], [-0.41349, -0.77577, 4.10617], [-0.93340, 1.01049, 2.56231], [4.07483, 4.34563, 3.56260], [0.22905, 0.51359, -2.31272], [2.27105, -2.18337, -3.82960], [1.87271, -2.11954, -5.26772], [1.00777, -0.23154, -3.13836], [-0.20035, -0.04322, -1.07408], [1.63522, -5.83177, 1.49117], [-5.03062, 4.29084, -1.33592], [1.73652, -3.27262, -1.25034], [0.85088, 3.93010, 1.68310], [-5.12772, 2.13727, -2.32299], [-2.22122, 0.47859, 2.39157], [3.46729, -5.34229, 0.02270], [3.77790, 6.23687, 2.12294], [0.70237, -3.08378, 0.88641], [-3.77967, 3.96073, -0.84000], [1.74824, 6.41416, 0.71940], [2.16174, -7.27195, 1.34096], [0.56450, 5.93393, 0.28579], [1.68882, -3.39522, -4.50257], [4.53104, 5.56810, 3.05587], [0.37793, -1.33826, -0.72510], [2.55669, 5.71073, 1.67063], [1.51004, -3.81703, 0.00537], [0.13455, -1.89407, 0.53190], [-0.10504, 1.93356, -2.80872], [1.20211, -2.03412, -1.62290], [-0.04523, 0.37370, 3.42719], [-2.58191, -0.67775, 3.06955], [-3.87805, 1.88837, -1.79023], [-4.42594, 1.18489, 1.80456], [3.54827, -6.73546, -0.62315], [-5.73833, 3.36792, -2.09557], [2.10505, 4.47276, 2.16767], [2.88823, 3.80570, 3.12435], [-1.68370, -1.30209, 3.92376], [-7.09669, 3.68036, -2.65119], [0.05760, 4.66891, 0.73880], [-3.56924, -1.09867, 2.93913], [-7.08735, 3.63197, -3.74087], [2.34393, -4.22975, -4.71512], [-1.98213, -2.20021, 4.44905], [0.28589, -1.25511, 4.77857], [1.28160, 0.19391, -4.09465], [2.48148, -8.51661, -0.32494], [-4.60150, 1.77236, 2.70896], [4.65870, 3.82347, 4.31011], [0.93795, 0.80518, 3.55177], [2.31827, -3.82723, -1.97215], [-3.20301, 4.66333, -0.25432], [-7.83213, 2.95675, -2.29711], [3.87535, -4.59652, -0.65112], [5.46831, 5.98242, 3.40308], [0.67798, -3.67001, -4.23131], [1.45320, -7.99586, 1.73549], [-4.87039, 0.19700, 1.92654], [3.32887, -2.19024, -3.59101], [2.65867, -2.06014, -6.00585], [-0.48552, -1.35887, 1.24289], [-3.38417, 0.93661, -1.95433], [0.98473, -1.55497, -5.51513], [2.11541, 7.36346, 0.34602], [-4.88961, 1.68057, 0.95483], [2.53701, 2.86166, 3.51586], [-5.62414, 1.38023, -2.91709], [-0.03892, 6.47047, -0.43467], [3.11898, -7.42110, 1.83611], [4.46098, -7.26075, -0.34826], [1.54443, -7.17783, -0.60727], [-5.44615, 5.26889, -1.13092], [4.11990, 7.18636, 1.72773], [3.47610, -6.69201, -1.70821], [0.54853, -5.83729, 1.52335], [4.07392, -5.31544, 0.93602], [1.99707, -5.42070, 2.43808], [-7.42101, 4.67592, -2.35472]], "forces_ev_per_a": [[-0.03, 0.46, 0.13], [0.03, -0.08, -0.04], [-0.05, -0.02, 0.03], [-0.12, 0.24, -0.26], [0.00, -0.30, 0.04], [0.02, 0.00, 0.02], [0.03, -0.19, -0.14], [-0.07, 0.06, 0.24], [-0.06, -0.05, -0.01], [-0.01, -0.15, 0.02], [-0.03, -0.29, 0.61], [0.04, 0.21, -0.65], [-0.07, 0.11, -0.08], [-0.05, -0.01, 0.00], [0.07, -0.24, 0.33], [-0.07, -0.02, -0.02], [-0.03, 0.33, 0.04], [0.05, -0.03, 0.04], [-0.04, 0.04, -0.05], [0.03, -0.18, 0.10], [0.05, -0.10, -0.21], [0.00, 0.03, -0.07], [-0.02, -0.05, -0.04], [0.01, -0.15, 0.00], [-0.25, 0.33, -0.57], [-0.03, 0.00, -0.02], [0.11, 0.10, 0.03], [0.01, -0.02, 0.08], [0.06, 0.03, 0.01], [0.00, 0.09, 0.10], [-0.06, -0.02, -0.05], [-0.02, -0.03, -0.02], [-0.07, 0.11, 0.20], [-0.08, 0.16, -0.03], [-0.03, -0.08, 0.00], [0.04, 0.03, 0.00], [0.07, -0.23, -0.09], [0.01, -0.14, 0.10], [-0.04, 0.22, -0.16], [-0.08, 0.05, 0.06], [0.05, -0.03, -0.03], [-0.05, 0.04, 0.13], [-0.02, 0.06, -0.10], [-0.11, -0.04, 0.01], [0.06, -0.09, -0.02], [-0.01, 0.05, 0.06], [0.21, 0.23, -0.04], [0.05, 0.05, 0.04], [0.00, 0.04, 0.00], [0.07, -0.02, 0.02], [0.06, -0.02, 0.04], [0.02, -0.01, 0.00], [0.34, -0.27, 0.42], [0.00, 0.03, -0.01], [0.00, 0.00, 0.00], [0.04, 0.04, 0.00], [-0.02, 0.01, 0.00], [0.00, 0.00, -0.01], [-0.01, -0.03, -0.01], [0.01, -0.01, 0.01], [0.01, -0.03, 0.01], [0.00, -0.01, -0.01], [0.00, -0.01, 0.00], [0.02, -0.02, 0.00], [0.02, 0.00, 0.01], [-0.01, 0.01, -0.01], [-0.02, 0.01, -0.03], [-0.01, 0.01, -0.01], [-0.01, 0.05, 0.01], [0.00, -0.04, -0.07], [0.00, -0.03, -0.07], [0.00, 0.01, -0.04], [0.03, 0.00, 0.04], [0.02, -0.01, 0.00], [0.00, 0.00, 0.02], [-0.01, -0.02, 0.01], [-0.01, 0.00, -0.01], [0.01, 0.00, 0.00], [0.01, 0.01, 0.01], [0.02, -0.02, 0.01], [0.00, -0.02, 0.01], [0.03, -0.02, -0.06], [-0.05, -0.07, 0.02], [0.01, -0.04, -0.04], [0.01, 0.00, 0.01], [-0.03, 0.00, -0.01], [-0.07, -0.03, 0.00], [-0.02, 0.01, 0.01], [0.02, 0.02, -0.01], [0.00, -0.05, 0.00], [-0.02, 0.00, -0.01]], "lowdin_charge": [0.63, 0.06, -0.12, -0.08, -0.04, 0.03, -0.01, 0.04, 0.05, -0.10, 0.11, 0.01, 0.01, -0.10, -0.18, -0.08, 0.00, -0.26, -0.07, 0.05, -0.25, -0.13, -0.01, 0.06, -0.14, -0.02, -0.24, -0.12, -0.04, -0.18, -0.09, 0.00, -0.07, 0.02, -0.10, -0.09, -0.03, -0.17, -0.14, 0.11, -0.60, -0.11, -0.02, -0.02, -0.11, -0.04, -0.07, -0.26, -0.10, -0.03, -0.10, -0.04, -0.30, 0.11, 0.09, 0.10, 0.10, 0.10, 0.15, 0.19, 0.11, 0.10, 0.10, 0.11, 0.11, 0.09, 0.13, 0.10, 0.11, 0.14, 0.08, 0.16, 0.11, 0.12, 0.12, 0.12, 0.12, 0.08, 0.09, 0.12, 0.12, 0.14, 0.14, 0.19, 0.12, 0.11, 0.14, 0.14, 0.14, 0.14, 0.08], "lumo_energy_ev": [-3.32, -3.32], "total_charge": 1, "homo_energy_ev": [-8.6254, -8.5905], "s_squared": 0.76, "spin_multiplicity": 2}

{"formula": "C40H38N10O3S2Y", "method": "ωB97M-V/def2-TZVPD", "elements": ["Y", "S", "S", "O", "O", "O", "N", "N", "N", "N", "N", "N", "N", "N", "N", "N", "C", "C", "C", "C", "C", "C", "C", "C", "C", "C", "C", "C", "C", "C", "C", "C", "C", "C", "C", "C", "C", "C", "C", "C", "C", "C", "C", "C", "C", "C", "C", "C", "C", "C", "C", "C", "C", "C", "C", "C", "H", "H", "H", "H", "H", "H", "H", "H", "H", "H", "H", "H", "H", "H", "H", "H", "H", "H", "H", "H", "H", "H", "H", "H", "H", "H", "H", "H", "H", "H", "H", "H", "H", "H", "H", "H", "H", "H"], "positions_angstrom": [[0.70920, -0.20463, -0.31897], [0.80466, -1.89387, 2.86814], [-0.50421, 2.25826, -0.90159], [0.90557, 2.57184, -0.93824], [2.43899, 0.12779, -1.34458], [-1.00873, 1.94438, 0.43263], [1.83744, 0.96926, 1.40982], [-3.79972, 6.63689, -3.08456], [0.17012, -0.58179, -3.21188], [-0.74241, 0.84704, -1.67997], [-1.46754, -0.05017, 3.69281], [-1.88315, -4.16551, -0.71645], [3.33218, 2.47794, 1.93930], [-0.48516, -1.30468, 1.96008], [-0.00501, 1.73755, -3.72890], [-2.39945, -0.62434, 0.24989], [-0.90113, 4.48422, -2.44172], [-3.03153, 5.61426, -2.59133], [-3.33250, -0.28713, -0.62965], [5.41877, 0.87742, 0.62717], [2.51980, -2.85030, -0.29086], [0.76796, -0.77216, -4.38193], [-2.53836, -0.20776, 1.50890], [1.31349, 1.80819, 2.37277], [2.26192, -5.02316, -1.29363], [1.39145, -1.52934, 5.51694], [0.95488, -4.69023, -1.59737], [4.71623, -0.30186, -1.76400], [-1.68067, 5.49900, -2.95067], [-0.17438, 0.68778, -2.92159], [-2.78667, 3.68927, -1.15843], [6.40507, 0.35716, -0.18195], [-0.75043, 0.16039, 5.98874], [0.52504, -1.20842, 4.48996], [-3.57047, 4.69922, -1.67606], [6.03942, -0.23401, -1.39037], [2.22907, 2.74464, 2.71489], [3.04292, -4.09173, -0.62548], [1.18746, -2.46845, -0.54802], [-1.40829, -0.54323, 2.42299], [-3.31282, -4.03784, -1.07764], [1.01535, 0.25057, -5.27859], [0.58895, 1.50950, -4.89194], [-3.66359, 0.48744, 1.93869], [-1.46053, 3.57481, -1.55291], [3.07037, 1.40521, 1.16280], [3.68854, 0.21339, -0.95119], [-1.01998, -3.21324, -1.51516], [-0.55469, -0.36433, 4.72277], [4.06672, 0.82226, 0.26823], [-4.63831, 0.82305, 1.01337], [0.43594, -3.45156, -1.21133], [-1.68971, -4.00429, 0.74964], [-4.46352, 0.44704, -0.30635], [1.19795, -0.99512, 6.78646], [0.13074, -0.14828, 7.01794], [-0.02815, 0.27708, 7.99951], [0.72279, 2.37734, -5.52979], [-1.24904, 6.22611, -3.62784], [6.80297, -0.64280, -2.04033], [0.14035, 4.38450, -2.70877], [-4.79647, 6.57894, -2.98328], [1.50637, 0.08003, -6.22435], [-1.59821, 0.81170, 6.17036], [1.87902, -1.24844, 7.58718], [4.17320, 3.02588, 1.89178], [-3.16877, -0.61745, -1.65019], [-1.24605, -3.39614, -2.56724], [-2.21874, -4.79914, 1.27092], [-3.17898, 2.98976, -0.43225], [2.19428, 3.55753, 3.41737], [3.19230, -2.15340, 0.20528], [4.41860, -0.75795, -2.70003], [-2.11361, 0.69342, 3.88686], [-4.60153, 4.80424, -1.35989], [-1.55899, -5.10070, -0.96452], [-5.18053, 0.70886, -1.07197], [0.30680, 1.69981, 2.73406], [-3.90277, -4.75606, -0.51289], [4.07310, -4.32661, -0.38514], [-1.32320, -2.20548, -1.24346], [7.44164, 0.39656, 0.12256], [-3.63687, -3.02805, -0.83656], [0.34418, -5.39152, -2.16666], [-5.51634, 1.37193, 1.32702], [2.66731, -5.98319, -1.58590], [5.69395, 1.31686, 1.57990], [-3.44314, -4.21602, -2.14274], [2.22426, -2.19472, 5.32358], [1.05814, -1.79499, -4.59982], [-2.07121, -3.02903, 1.04005], [-0.62877, -4.04109, 0.98027], [-3.80676, 0.75526, 2.97576], [-3.46445, 7.14863, -3.88045]], "forces_ev_per_a": [[-0.70, -0.78, 1.56], [0.12, -0.13, 0.26], [-0.52, 0.55, -0.21], [-0.14, 0.34, -0.22], [0.94, 0.21, -0.18], [-0.06, -0.17, -0.08], [0.36, 0.24, 0.06], [0.05, 0.01, 0.06], [-0.24, 0.34, 0.32], [-0.44, 1.06, -0.45], [-0.11, 0.00, -0.05], [-0.06, -0.02, 0.03], [0.01, -0.04, 0.00], [-0.09, 0.40, -0.19], [0.04, 0.03, 0.04], [0.04, 0.10, 0.12], [0.00, -0.05, 0.09], [0.03, -0.05, 0.04], [-0.03, -0.09, -0.04], [-0.03, 0.04, 0.05], [-0.15, -0.01, 0.13], [0.05, -0.21, -0.01], [-0.26, 0.10, -0.13], [-0.02, -0.01, 0.05], [-0.02, -0.07, -0.02], [0.00, 0.05, 0.03], [-0.05, 0.04, -0.04], [-0.20, -0.02, -0.03], [-0.01, 0.07, -0.03], [-0.01, 0.02, -0.78], [0.03, -0.01, -0.03], [0.03, -0.02, -0.02], [-0.01, 0.01, -0.09], [-0.06, -0.03, -0.35], [-0.02, -0.01, 0.03], [0.05, 0.03, 0.04], [-0.07, -0.02, 0.04], [0.12, 0.04, 0.03], [0.24, -1.40, -0.25], [0.27, -0.16, 0.20], [-0.22, -0.03, -0.10], [-0.01, -0.02, 0.00], [-0.05, 0.05, 0.10], [0.08, -0.05, 0.04], [0.14, -0.25, 0.12], [-0.04, -0.09, 0.13], [0.56, 0.13, -0.09], [0.44, 0.15, -0.11], [0.14, -0.05, 0.20], [-0.01, -0.06, -0.22], [0.01, -0.02, -0.01], [-0.02, -0.05, 0.01], [0.05, 0.04, 0.26], [-0.03, 0.00, 0.02], [0.04, -0.05, 0.00], [-0.04, 0.05, 0.04], [0.00, -0.02, 0.00], [0.02, -0.05, -0.04], [0.00, -0.02, -0.01], [-0.02, -0.01, -0.01], [0.02, 0.01, -0.07], [-0.02, 0.02, -0.04], [0.00, -0.03, 0.01], [0.01, 0.01, 0.01], [0.01, 0.01, -0.01], [0.03, -0.02, 0.00], [0.05, 0.06, -0.01], [-0.13, -0.01, 0.04], [-0.04, -0.02, -0.07], [-0.07, 0.03, -0.02], [0.01, 0.01, -0.03], [0.00, 0.01, -0.01], [0.02, 0.00, 0.00], [-0.05, -0.04, -0.01], [0.00, -0.01, -0.02], [0.01, -0.03, 0.01], [-0.01, -0.02, 0.01], [-0.01, 0.00, -0.02], [0.04, -0.01, 0.03], [0.00, 0.00, 0.00], [-0.13, -0.02, 0.02], [-0.01, 0.02, 0.00], [0.04, -0.01, 0.04], [0.02, -0.01, 0.01], [0.00, 0.00, -0.02], [0.01, 0.01, 0.00], [0.00, -0.02, 0.01], [0.08, 0.00, 0.00], [0.01, 0.01, 0.01], [0.04, 0.02, -0.02], [0.00, -0.02, -0.09], [0.01, -0.03, -0.08], [0.00, 0.04, -0.02], [-0.03, 0.01, -0.02]], "lowdin_charge": [1.42, 0.99, 0.60, -0.29, -0.23, -0.33, 0.00, 0.12, 0.12, -0.22, 0.13, -0.17, 0.13, -0.30, 0.15, 0.08, -0.06, -0.31, -0.15, -0.05, -0.13, -0.11, -0.22, -0.13, -0.08, -0.09, -0.07, -0.01, -0.02, -0.49, -0.06, -0.10, -0.02, -0.43, -0.02, -0.08, -0.05, -0.08, -0.21, -0.37, 0.01, -0.04, -0.10, 0.00, -0.30, -0.26, -0.35, -0.11, -0.24, -0.09, -0.04, -0.30, 0.01, -0.04, -0.08, -0.07, 0.11, 0.12, 0.12, 0.11, 0.11, 0.10, 0.10, 0.12, 0.11, 0.16, 0.11, 0.14, 0.11, 0.09, 0.12, 0.09, 0.12, 0.13, 0.11, 0.17, 0.12, 0.09, 0.11, 0.11, 0.08, 0.10, 0.09, 0.11, 0.12, 0.10, 0.11, 0.11, 0.11, 0.12, 0.07, 0.09, 0.11, 0.10], "lumo_energy_ev": -2.54, "total_charge": 1, "homo_energy_ev": -9.5004, "spin_multiplicity": 1}